# 1
{
  "formula": "C6H10O14SV",
  "method": "wB97M-V/def2-TZVPD",
  "elements": ["O", "V", "O", "C", "O", "O", "H", "O", "C", "O", "O", "H", "O", "C", "O", "O", "H", "O", "C", "O", "O", "H", "C", "S", "O", "C", "H", "H", "H", "H", "H", "H"],
  "coordinates": [[-2.13, -1.29, -1.41], [-0.93, -0.28, -1.11], [-3.46, 1.64, 2.09], [-2.32, 1.57, 1.46], [-2.26, 0.68, 0.52], [-1.42, 2.40, 1.73], [-3.63, 0.70, 2.06], [-2.55, 3.57, -3.12], [-1.83, 3.01, -2.15], [-1.70, 1.72, -2.11], [-1.26, 3.74, -1.31], [-2.51, 4.53, -3.17], [2.88, -1.55, -2.56], [1.69, -1.50, -3.08], [0.69, -1.16, -2.49], [1.66, -1.77, -4.27], [3.25, -2.04, -3.30], [2.97, 1.35, -0.28], [1.72, 1.80, -0.12], [0.72, 1.22, -0.63], [1.52, 2.75, 0.64], [2.86, 0.60, -0.86], [0.51, -0.93, 3.10], [-0.38, -2.08, 1.91], [-0.40, -1.35, 0.50], [0.84, -3.51, 1.97], [1.42, -0.50, 2.68], [0.94, -1.52, 3.91], [-0.07, -0.11, 3.52], [0.57, -4.26, 2.71], [1.89, -3.26, 2.07], [0.70, -4.15, 1.10]],
  "charge": -2,
  "multiplicity": 2,
  "e_homo_ev": [-1.49, -1.50],
  "homo_lumo_gap_ev": [5.1464, 5.1516],
  "s_squared": 0.7789
}


# 2
{
  "formula": "C3H7N4",
  "method": "wB97M-V/def2-TZVPD",
  "elements": ["C", "N", "C", "N", "N", "C", "N", "H", "H", "H", "H", "H", "H", "H"],
  "coordinates": [[2.24, -0.86, 0.40], [1.05, -0.36, -0.09], [0.43, -0.79, -1.07], [-0.77, -0.08, -1.50], [-1.38, 0.80, -0.74], [-1.63, 1.16, 0.34], [-2.19, 1.60, 1.36], [2.20, -0.60, 1.50], [2.43, -1.96, 0.37], [3.13, -0.56, -0.12], [0.52, -1.68, -1.65], [-1.34, -0.17, -2.41], [-2.97, 1.15, 1.75], [-1.72, 2.34, 1.87]],
  "charge": 1,
  "smiles": "C/N=C/NN=C=[NH2+]",
  "de_lowest_ev": 3.568,
  "e_homo_ev": -13.77,
  "homo_lumo_gap_ev": 10.1828
}


# 3
{
  "formula": "C4H4BiO5",
  "method": "wB97M-V/def2-TZVPD",
  "elements": ["O", "C", "O", "O", "C", "H", "C", "H", "H", "H", "C", "O", "O", "Bi"],
  "coordinates": [[-2.82, -1.78, -0.16], [-1.70, -1.70, 0.36], [-0.95, -2.65, 0.71], [-1.00, -0.53, 0.17], [0.05, -0.43, -0.84], [-0.23, -1.03, -1.72], [0.09, 1.02, -1.28], [-0.92, 1.40, -1.52], [0.54, 1.67, -0.51], [0.74, 1.11, -2.17], [1.51, 1.41, 2.22], [2.21, 0.55, 1.85], [0.82, 2.24, 2.62], [1.66, -1.28, 0.28]],
  "charge": 1,
  "de_lowest_ev": 0.751,
  "e_homo_ev": [-14.51, -13.06],
  "homo_lumo_gap_ev": [7.8462, 5.2400]
}


# 4
{
  "formula": "C3H4NO2",
  "method": "wB97M-V/def2-TZVPD",
  "elements": ["C", "N", "C", "O", "O", "C", "H", "H", "H", "H"],
  "coordinates": [[-2.70, -0.76, 0.14], [-1.71, -0.30, -0.20], [-0.45, 0.48, -0.43], [-0.42, 1.49, -0.96], [0.47, -0.42, 0.05], [1.79, 0.10, 0.19], [-3.52, -1.15, 0.71], [2.23, 0.31, -0.88], [2.38, -0.68, 0.61], [1.93, 0.93, 0.77]],
  "charge": 1,
  "smiles": "C#[N+]C(=O)OC",
  "de_lowest_ev": 2.130,
  "e_homo_ev": -16.40,
  "homo_lumo_gap_ev": 10.2986
}


| no. | DFT total energy (eV) |
| --- | --- |
| 1 | -71573.510 |
| 2 | -9174.948 |
| 3 | -20278.962 |
| 4 | -8750.858 |